# C2H7N3O

2 unconnected molecules or ions with the total composition C2H7N3O (the ωB97M-V functional and the def2-TZVPD basis, OMol25).

XYZ file:
```
13
Properties=species:S:1:pos:R:3
C 0.36 -0.48 -0.60
C 0.19 -0.28 -2.06
N 1.42 0.00 -0.20
N -0.44 0.89 2.40
N 0.71 1.05 2.55
O -0.75 -0.98 0.18
H 1.07 0.09 -2.49
H 0.16 -1.20 -2.72
H -0.60 0.36 -2.29
H -0.92 0.08 1.72
H -1.26 1.34 2.94
H 1.74 -0.16 0.81
H -1.69 -0.72 -0.22
```

## Properties
E_LUMO = 0.307 eV



# C10H29F2HfNO7

A molecular structure, C10H29F2HfNO7 (the ωB97M-V functional and the def2-TZVPD basis, OMol25).

XYZ file:
```
50
Properties=species:S:1:pos:R:3
Hf -0.24 -0.17 0.06
F 1.60 -1.00 1.02
F -0.94 0.72 -1.86
C 0.68 -4.38 -1.79
C 0.78 -2.95 -1.22
C 1.57 -2.06 -2.15
O 1.53 -0.69 -1.73
C 1.99 0.07 -2.88
N -0.52 -2.42 -0.83
H 0.01 -4.41 -2.67
H 0.18 -5.06 -1.10
H 1.64 -4.73 -2.14
H 1.47 -3.09 -0.38
H 1.24 -2.21 -3.18
H 2.60 -2.41 -2.07
H 1.28 -0.07 -3.70
H 3.00 -0.12 -3.23
H 2.00 1.11 -2.58
H -0.93 -3.21 -0.31
H -1.09 -2.58 -1.67
C -2.62 -1.65 2.05
C -3.46 -0.87 1.03
O -2.67 -0.59 -0.13
O -1.20 -1.38 1.93
H -2.80 -2.71 1.88
H -2.99 -1.46 3.06
H -3.88 -0.02 1.58
H -4.39 -1.36 0.74
H -3.23 -0.28 -0.86
H -0.77 -1.86 2.66
C -1.46 2.64 1.63
C -0.93 1.81 2.79
O 0.13 1.08 2.19
O -1.68 1.75 0.54
H -0.75 3.42 1.36
H -2.36 3.13 2.03
H -1.69 1.04 3.02
H -0.85 2.38 3.71
H 0.71 0.74 2.89
H -2.25 2.24 -0.08
C 1.53 2.85 -0.60
C 2.18 3.78 0.40
O 3.58 3.64 0.32
O 1.47 1.47 -0.15
H 1.97 2.94 -1.59
H 0.49 3.15 -0.69
H 1.86 3.50 1.42
H 1.82 4.80 0.24
H 3.98 4.18 1.01
H 2.39 1.26 0.08
```

## Properties
total charge = +2
E_LUMO = -5.906 eV